[1]
48
Properties=species:S:1:pos:R:3:forces:R:3 method="wB97M-V/def2-TZVPD" total_energy_ha=-11686.3180 lumo_ev=-0.530 relative_energy_kcal_mol=94.4 charge=-1
Ta 0.530 -0.201 -1.451 1.900 3.173 -0.857
O 1.744 -1.691 -0.443 -1.171 -0.523 -0.396
C 1.298 -1.208 0.647 1.347 0.997 0.767
O 0.240 -0.493 0.667 -0.719 -0.770 -0.749
C 2.319 -0.838 1.657 -0.119 0.030 -0.169
C 2.594 -1.369 2.896 0.070 -0.012 0.039
C 3.573 -0.769 3.679 -0.014 -0.010 -0.037
C 4.234 0.352 3.197 -0.012 -0.012 0.012
C 3.925 0.892 1.956 0.058 0.037 -0.034
C 2.953 0.315 1.142 0.057 0.091 0.129
S 2.550 1.089 -0.419 -0.410 -0.675 0.199
H 2.053 -2.237 3.250 0.004 -0.005 -0.003
H 3.810 -1.168 4.656 0.009 -0.010 -0.001
H 4.998 0.825 3.801 -0.001 0.009 0.002
H 4.436 1.781 1.608 -0.005 0.002 0.001
O -1.575 -0.593 -1.575 -0.101 0.782 0.981
C -1.144 -1.783 -1.620 -0.805 -0.611 -0.319
O -0.214 -1.983 -2.453 1.190 -0.520 0.154
C -1.455 -2.730 -0.539 -0.562 -0.375 -0.018
C -0.641 -3.836 -0.322 0.048 0.004 -0.193
C -0.809 -4.605 0.818 -0.023 -0.068 0.030
C -1.806 -4.290 1.727 -0.001 0.010 -0.035
C -2.627 -3.205 1.466 0.000 -0.014 -0.085
C -2.473 -2.407 0.352 0.053 0.045 0.069
N -3.701 -2.886 2.426 0.006 0.012 0.029
O -3.816 -3.614 3.393 -0.016 -0.010 0.036
O -4.397 -1.925 2.189 -0.029 0.027 0.004
H 0.139 -4.062 -1.037 0.017 0.026 0.026
H -0.161 -5.451 0.999 0.000 0.002 0.006
H -1.959 -4.863 2.628 -0.011 -0.013 -0.005
H -3.095 -1.536 0.195 -0.031 -0.024 -0.004
N -4.339 1.046 -1.510 -0.016 0.026 0.040
C -3.434 1.737 -1.349 -0.071 -0.017 -0.016
C -2.287 2.569 -1.127 0.051 -0.033 -0.027
C -1.943 3.600 -1.995 -0.028 -0.003 0.016
C -0.802 4.327 -1.713 0.030 -0.021 0.004
C -0.023 3.964 -0.621 0.017 -0.008 -0.029
N -0.342 2.975 0.217 -0.090 0.108 0.073
C -1.464 2.312 -0.028 -0.003 -0.208 0.076
H -2.513 3.797 -2.892 -0.036 0.034 0.042
H -0.476 5.122 -2.370 0.026 -0.021 -0.015
H 0.918 4.469 -0.441 -0.017 0.022 0.013
H -1.738 1.539 0.684 0.009 -0.032 -0.040
Se 2.361 5.321 -3.195 0.019 -0.528 -0.234
Sb 1.500 3.640 -4.719 0.039 1.908 -0.722
Se 0.914 1.557 -2.955 -0.984 -2.357 1.123
Se -0.778 4.159 -5.361 0.358 -0.378 0.045
Se 2.925 2.354 -6.117 -0.032 -0.088 0.072

[2]
101
Properties=species:S:1:pos:R:3:forces:R:3 method="wB97M-V/def2-TZVPD" total_energy_ha=-29538.6326 lumo_ev=-3.868 charge=+1
C 2.095 2.457 -1.006 0.014 -0.198 0.491
C 1.548 1.039 -1.000 -0.763 0.824 0.048
P 0.191 0.650 -2.166 0.067 -1.406 -0.286
C 0.534 1.528 -3.728 -0.157 0.515 0.569
P -1.530 1.627 -1.260 0.350 0.085 -0.521
B -2.370 3.226 -2.101 -0.703 0.602 -0.567
O -3.556 3.537 -1.552 0.070 -0.205 0.786
O -1.867 3.896 -3.138 0.855 -0.162 0.277
C -0.801 4.859 -2.996 -0.007 -0.143 -0.690
C -2.927 0.327 -1.084 0.186 -0.497 0.203
F -3.319 0.262 0.203 -0.004 0.249 -0.956
F -3.966 0.635 -1.862 0.400 -0.116 0.334
F -2.445 -0.873 -1.448 -0.439 0.599 0.233
H 1.699 3.061 -1.794 -0.082 0.391 -0.655
H 3.165 2.449 -1.061 0.623 0.122 -0.211
H 1.852 2.941 -0.073 -0.121 0.275 0.319
H 1.111 0.853 -0.033 -0.077 -0.439 0.520
H 2.305 0.290 -1.136 0.330 -0.436 -0.256
H 0.201 2.549 -3.784 -0.320 0.309 -0.093
H 0.171 0.935 -4.543 -0.395 -0.215 -0.457
H 1.601 1.548 -3.816 0.649 0.040 -0.007
H -1.215 1.939 0.061 -0.133 0.007 0.267
H -3.445 4.184 -0.833 -0.772 -0.018 -0.053
H -1.226 5.845 -3.004 -0.310 0.449 0.186
H -0.147 4.796 -3.852 0.051 -0.191 -0.200
H -0.212 4.714 -2.105 0.135 -0.167 0.449
C -4.225 6.719 1.902 -0.121 0.048 0.155
Cl -4.891 8.192 1.222 0.128 0.081 0.054
Cl -3.334 5.849 0.605 0.293 0.158 -0.033
Cl -3.104 7.102 3.193 0.166 -0.268 -0.110
Cl -5.507 5.685 2.500 -0.089 -0.062 -0.005
C 2.486 -1.754 -5.682 -0.002 -0.044 -0.187
Cl 1.010 -1.243 -6.517 0.145 -0.135 0.098
Cl 2.404 -3.469 -5.320 -0.036 0.110 0.110
Cl 3.884 -1.438 -6.691 0.187 0.242 0.246
Cl 2.606 -0.811 -4.178 0.336 -0.315 0.116
C 3.667 -3.105 -10.745 0.028 -0.013 -0.019
Cl 4.050 -4.821 -10.847 0.008 -0.049 -0.001
Cl 2.647 -2.811 -9.334 -0.217 -0.123 -0.194
Cl 5.161 -2.176 -10.572 0.060 0.033 0.002
Cl 2.823 -2.595 -12.205 -0.026 0.016 -0.029
C -2.306 -1.861 3.956 0.068 -0.070 0.143
Cl -0.681 -2.461 4.270 0.135 0.029 -0.222
Cl -2.423 -1.225 2.301 0.083 -0.143 0.242
Cl -3.463 -3.173 4.158 -0.077 -0.087 -0.059
Cl -2.677 -0.580 5.103 -0.028 0.138 -0.030
C 3.978 -6.653 -3.094 0.043 0.005 0.018
Cl 4.626 -8.273 -3.308 -0.009 0.093 0.050
Cl 3.598 -6.367 -1.393 -0.003 -0.027 0.000
Cl 5.175 -5.474 -3.635 0.059 0.083 -0.006
Cl 2.510 -6.475 -4.064 -0.117 -0.103 0.005
C 3.521 6.379 -4.871 0.045 0.061 0.014
Cl 4.827 5.862 -5.924 0.038 -0.037 -0.030
Cl 2.913 7.944 -5.387 -0.043 0.073 -0.033
Cl 2.199 5.189 -4.955 0.068 -0.078 -0.024
Cl 4.103 6.492 -3.208 -0.025 -0.056 0.040
C -8.980 7.408 0.659 -0.051 0.026 -0.048
Cl -10.440 7.564 -0.312 -0.055 0.029 -0.047
Cl -8.662 8.925 1.501 0.039 0.035 0.043
Cl -9.203 6.114 1.837 0.063 -0.055 0.026
Cl -7.613 7.033 -0.403 -0.119 -0.117 -0.057
C -3.288 3.245 6.693 -0.100 -0.057 -0.104
Cl -3.968 4.442 7.785 0.029 0.012 0.050
Cl -1.541 3.450 6.580 0.020 -0.086 0.079
Cl -3.704 1.617 7.258 -0.003 0.047 -0.009
Cl -3.986 3.442 5.081 -0.083 0.125 -0.193
C 7.382 -11.330 -5.191 0.005 0.041 -0.049
Cl 5.865 -10.975 -4.355 -0.101 -0.210 -0.183
Cl 7.050 -11.660 -6.889 -0.016 -0.016 -0.060
Cl 8.459 -9.940 -5.059 0.028 0.045 0.018
Cl 8.141 -12.740 -4.453 0.019 -0.031 0.040
C -3.813 10.740 5.842 -0.012 0.026 0.025
Cl -3.983 12.457 5.487 -0.006 0.030 -0.017
Cl -4.808 10.319 7.234 -0.033 -0.012 0.039
Cl -4.327 9.788 4.444 -0.123 0.204 0.055
Cl -2.121 10.373 6.194 0.063 -0.011 0.016
C -0.434 -3.830 8.519 0.015 0.008 0.028
Cl -0.014 -5.532 8.686 0.023 0.102 -0.032
Cl -0.953 -3.195 10.078 -0.017 0.057 0.057
Cl 0.970 -2.917 7.950 0.039 0.007 -0.018
Cl -1.745 -3.664 7.348 -0.133 -0.022 0.024
C -3.383 -0.792 -7.821 -0.011 -0.038 -0.001
Cl -4.108 0.222 -6.566 -0.028 0.046 0.059
Cl -1.625 -0.575 -7.795 -0.168 0.121 -0.163
Cl -3.763 -2.481 -7.505 -0.011 -0.046 0.020
Cl -4.007 -0.320 -9.394 -0.014 0.023 -0.041
C 1.407 -9.412 8.433 -0.002 -0.022 -0.016
Cl -0.113 -8.699 8.984 -0.059 -0.105 0.076
Cl 1.195 -10.016 6.791 0.012 -0.041 -0.094
Cl 2.673 -8.184 8.450 0.040 0.052 0.011
Cl 1.855 -10.740 9.500 0.016 -0.038 0.039
C -1.054 2.516 11.183 0.031 -0.008 -0.003
Cl -0.663 4.209 10.865 0.018 0.061 -0.009
Cl -2.092 2.407 12.602 -0.031 -0.006 0.039
Cl -1.897 1.850 9.781 0.067 -0.021 0.174
Cl 0.434 1.611 11.464 0.029 -0.024 0.002
C 7.301 -10.090 0.015 0.065 -0.078 0.040
Cl 6.966 -8.376 -0.240 -0.031 0.084 -0.069
Cl 7.630 -10.878 -1.528 0.092 0.058 0.128
Cl 8.703 -10.254 1.075 0.039 -0.015 0.027
Cl 5.903 -10.858 0.765 -0.090 -0.012 0.055